# 1
DFT (wB97M-V/def2-TZVPD) results for a molecular structure, C31H37HfN5O4S.

Properties
HOMO level: -13.35 eV
calculated total energy: -2224.095538 Eh
net charge: +2
energy relative to the best compared isomer or geometry (same formula, charge and spin): 14.2 kcal/mol

Each line ends with the Löwdin charge.
Cartesian coordinates (Å):
N -0.93 2.24 -0.37  -0.1183
H 0.77 3.81 5.96  0.1022
H 1.43 -1.66 -3.27  0.1101
H -3.20 1.42 2.85  0.1180
C -5.02 0.48 2.19  -0.0567
H -0.90 -1.34 -6.88  0.1154
C -3.71 1.18 1.93  -0.2374
C -1.22 3.84 1.41  -0.1390
S 2.41 -1.37 -0.57  1.0942
C -0.84 2.96 2.43  -0.2276
C 0.05 2.99 5.95  -0.0373
H -0.88 3.31 6.42  0.1038
C 1.67 -2.99 -0.70  -0.3993
H -0.08 -1.86 4.09  0.1319
H -0.80 5.15 5.02  0.1193
C 2.07 -5.35 -0.80  -0.0405
H -0.38 -2.36 -0.62  0.0674
C -0.92 4.77 4.01  0.0269
Hf -0.40 0.47 0.67  1.6900
C 4.54 -1.13 -4.51  -0.0328
C -1.31 -1.76 -4.81  -0.0622
C -0.18 -4.50 -0.67  -0.0534
N 1.62 0.32 2.11  -0.0421
C -1.17 0.13 -3.32  -0.1710
C 0.30 -3.20 -0.64  -0.1051
H 2.62 -1.50 -5.42  0.1188
H 3.64 -3.88 -0.81  0.1246
H -1.59 6.66 3.25  0.1219
C 0.70 -5.57 -0.74  -0.0445
H -1.70 -1.86 -2.70  0.1071
O -2.80 0.34 1.17  -0.1827
H 2.55 0.35 1.71  0.0820
C 4.59 -1.03 -2.11  -0.0693
C 2.50 -1.45 -3.29  -0.0631
H -1.25 -4.68 -0.64  0.1173
H -1.51 -2.81 -4.98  0.1139
H -3.24 0.01 0.39  0.0983
C 2.57 -4.06 -0.77  -0.0683
H 6.32 -0.77 -3.35  0.1219
C 3.17 -1.37 -4.49  -0.0377
C 1.50 -0.86 3.02  -0.1980
C -1.37 5.63 3.00  -0.0434
H -0.64 2.01 -4.21  0.1155
H 1.52 1.15 2.68  0.0915
C -0.64 3.45 3.73  -0.2231
H -0.47 1.07 -6.50  0.1157
O -0.66 1.65 2.20  -0.2449
O -0.19 2.53 4.61  -0.0816
H 2.76 -6.18 -0.87  0.1234
H -1.71 -1.36 2.30  0.0974
H 0.31 -6.59 -0.76  0.1209
H -0.36 -0.15 3.79  0.1040
N 1.29 -0.20 -0.61  -0.4045
H -5.50 0.18 1.25  0.0893
H 1.13 0.03 -1.60  0.0213
H 5.13 -0.90 -1.18  0.1168
C -0.73 0.42 -5.66  -0.0537
H -5.70 1.15 2.72  0.0963
H -0.48 -2.29 1.78  0.0942
C -1.41 -1.22 -3.53  -0.0377
H -3.86 2.11 1.37  0.1232
H 1.89 -1.74 2.50  0.1112
H 2.07 -0.74 3.94  0.1293
C -1.50 5.18 1.72  -0.0243
O -1.45 -0.20 -0.93  -0.2450
H -1.81 5.85 0.92  0.1260
H 5.06 -1.08 -5.46  0.1212
C 5.25 -0.96 -3.33  -0.0436
H -1.68 4.10 -0.71  0.1516
C -0.97 -0.93 -5.88  -0.0584
N -0.72 -1.36 2.09  -0.0231
H 0.46 2.15 6.49  0.0957
C -0.83 0.96 -4.39  -0.0142
H -4.87 -0.42 2.80  0.0865
C -1.24 0.65 -1.94  -0.4352
C -1.30 3.41 0.03  0.0047
C 0.04 -1.07 3.36  -0.1930
C 3.23 -1.28 -2.12  -0.4197
N -1.03 1.92 -1.74  0.1110


# 2
DFT (wB97M-V/def2-TZVPD) results for a molecular structure, C2H4NO3P.

Properties
HOMO level: -10.38 eV
calculated total energy: -700.417288 Eh
energy relative to the best compared isomer or geometry (same formula, charge and spin): 53.7 kcal/mol

Each line ends with the Löwdin charge.
Cartesian coordinates (Å):
H -1.21 0.24 1.38  0.1227
N 0.75 0.77 0.36  -0.1111
O -1.07 -2.24 0.31  0.1606
P 0.70 0.42 -1.24  0.5245
H 0.09 -0.34 2.00  0.1233
O 1.97 0.71 -1.89  -0.2760
C -0.47 -1.24 0.08  -0.4818
H -1.17 1.14 -1.59  0.1111
C -0.26 -0.08 1.03  -0.1566
H 0.54 1.68 0.72  0.1023
O 0.13 -1.06 -1.17  -0.1190


# 3
DFT (wB97M-V/def2-TZVPD) results for a molecular structure, C24H44Cl2N3O6RhSi.

Properties
HOMO level (alpha / beta): -8.33 / -8.34 eV
calculated total energy: -2877.000395 Eh
multiplicity: 5
⟨S²⟩: 6.010
energy relative to the best compared isomer or geometry (same formula, charge and spin): 0.0 kcal/mol

Each line ends with the Löwdin spin population.
Cartesian coordinates (Å):
C -5.61 1.98 -2.04  0.0000
H -0.35 5.24 0.18  0.0001
O 2.48 -1.84 2.50  0.0547
H -2.51 4.74 -3.04  0.0000
H 4.31 -5.09 2.53  0.0001
H 5.27 -4.43 4.51  0.0001
H -0.81 -0.82 -3.88  0.0000
H -2.52 -5.16 0.36  0.0000
C -4.31 2.12 -4.08  0.0000
H -3.93 -4.28 1.80  0.0002
N 4.64 0.30 -0.40  0.0001
H 4.96 -1.47 0.59  0.0000
H 3.16 1.69 -0.90  0.0036
N 3.61 -3.47 3.65  0.0080
Si -1.03 0.12 -1.60  0.0022
C 3.91 1.06 -1.39  0.0036
H 2.61 -5.20 2.97  0.0002
H -3.42 -3.04 2.97  0.0001
H -1.23 -2.24 2.94  0.0002
H -4.51 2.40 -0.21  0.0001
Rh 0.68 -0.36 2.31  2.8702
C -3.38 -3.34 1.92  0.0011
H 4.62 -3.03 5.44  0.0001
H -2.38 0.01 -3.77  0.0000
H -0.77 -5.01 0.71  0.0002
C 4.36 -3.90 4.83  0.0011
H -3.84 -2.56 1.31  0.0001
C -1.26 4.13 -1.43  0.0001
H -2.25 2.76 -3.85  0.0000
H -3.51 -0.25 -1.30  0.0000
H 3.40 0.39 -2.10  0.0000
C -3.19 2.51 -3.35  0.0002
O -1.11 1.73 -1.04  0.0158
H 0.75 -1.52 -2.43  0.0006
C -1.32 0.07 -3.48  0.0000
H 3.12 -4.04 1.67  0.0001
C 5.99 0.72 -0.09  0.0000
H 6.60 -0.16 0.11  0.0000
H -0.89 0.95 -3.98  0.0000
C -1.06 -2.66 1.95  0.0066
C -3.26 2.57 -1.94  0.0003
C 4.22 -0.94 -0.04  -0.0002
C 0.54 -0.91 -1.54  0.0060
H 0.52 -1.62 -0.71  0.0001
C -4.48 2.33 -1.30  0.0003
H -6.40 1.54 -3.98  0.0000
O -0.07 -2.29 1.27  0.1002
H 0.76 4.82 -1.13  0.0000
C -5.53 1.86 -3.43  0.0002
C -2.59 -0.65 -0.85  0.0005
C -1.68 -4.45 0.46  0.0007
H -1.25 6.59 -3.77  0.0000
H -1.53 -3.89 -0.48  0.0003
N -1.99 -3.55 1.55  0.0037
H 4.61 1.73 -1.91  0.0001
H 3.32 -1.55 4.37  -0.0001
H -2.34 2.96 -0.04  0.0006
C -2.03 2.84 -1.09  0.0010
H 3.76 -4.61 5.41  0.0004
O 0.26 -1.43 4.21  0.1037
H 0.17 6.14 -2.80  0.0000
Cl -1.50 0.42 2.48  0.2910
Cl 1.03 1.14 0.46  0.3451
C 3.10 -2.22 3.52  0.0066
H -4.22 1.98 -5.15  0.0000
H 6.42 1.30 -0.91  0.0000
H -6.54 1.75 -1.52  0.0000
H -2.60 -1.73 -1.04  0.0001
C 3.39 -4.49 2.64  0.0007
O 1.27 0.56 4.21  0.1413
O 3.16 -1.46 -0.39  -0.0004
H -1.17 7.01 -2.05  0.0000
H 6.00 1.39 0.78  0.0000
C 0.61 -0.37 4.82  0.0163
H 0.24 3.55 0.02  0.0028
C -0.92 6.23 -2.78  0.0000
H 1.41 -0.27 -1.38  0.0026
C -1.62 4.95 -2.44  0.0002
C -0.09 4.45 -0.54  0.0021
H -2.63 -0.47 0.23  0.0012
H 0.37 -0.26 5.90  0.0031


# 4
DFT (wB97M-V/def2-TZVPD) results for 2 unconnected molecules or ions with the total composition C11H15FNO5.

Properties
HOMO level: -3.97 eV
calculated total energy: -958.904513 Eh
net charge: -1
energy relative to the best compared isomer or geometry (same formula, charge and spin): 0.0 kcal/mol

Each line ends with the Löwdin charge.
Cartesian coordinates (Å):
C 3.72 1.02 -0.58  -0.1297
C 3.48 -0.41 -1.06  -0.2478
H -2.46 -0.32 3.14  0.1108
F -3.63 -0.63 -1.18  0.0573
H 0.79 1.70 0.97  0.0781
C -4.56 -0.08 2.78  -0.1033
C 0.99 -0.76 -1.10  -0.2147
C -5.25 -0.23 0.48  -0.0271
H 2.35 -1.22 -2.58  0.1004
C -2.92 -0.49 1.06  -0.0052
C -3.24 -0.30 2.40  -0.0691
O 0.90 0.76 0.83  -0.0609
C 3.70 -1.43 0.08  -0.7057
C -5.56 -0.05 1.82  -0.0963
O 4.13 2.57 -2.30  -0.0655
H 0.50 1.33 -1.15  0.1122
H 4.12 0.98 0.43  0.1264
H 4.28 -0.61 -1.76  0.1290
H -1.91 -0.67 0.75  0.1023
H 0.99 -1.58 -0.37  0.1197
H -6.59 0.12 2.11  0.0987
C -3.93 -0.45 0.12  -0.2824
O 4.74 1.65 -1.39  -0.1608
N 2.23 -0.57 -1.82  -0.0139
H -0.66 0.30 -0.38  0.0715
O 4.54 -2.34 -0.18  -0.0942
H 3.49 2.03 -2.80  0.0778
H -6.02 -0.20 -0.29  0.1125
H 2.84 1.65 -0.68  0.1004
H 0.24 -1.03 -1.84  0.1113
O 3.07 -1.30 1.15  -0.0577
H -4.81 0.06 3.82  0.0966
C 0.41 0.49 -0.47  -0.2710


# 5
DFT (wB97M-V/def2-TZVPD) results for 2 unconnected molecules or ions with the total composition C4H13NO.

Properties
HOMO level (alpha / beta): -12.18 / -12.18 eV
calculated total energy: -289.769170 Eh
multiplicity: 2
net charge: +1
⟨S²⟩: 0.754
energy relative to the best compared isomer or geometry (same formula, charge and spin): 70.9 kcal/mol

Each line ends with the Löwdin spin population.
Cartesian coordinates (Å):
C -0.42 1.40 0.62  0.0712
O -1.55 0.53 0.60  0.7050
C -3.18 -1.27 1.83  0.0082
H 4.50 -1.15 -4.51  0.0000
H -0.34 2.08 -0.17  0.0013
H -3.86 -0.62 2.34  0.0026
H 4.47 0.58 -4.43  0.0000
H -2.94 -2.15 2.42  -0.0008
H -1.12 -1.38 1.01  0.0380
H 1.25 0.18 -0.47  0.0034
H -3.67 -1.63 0.91  0.0016
C -1.79 -0.65 1.47  0.0630
H 1.72 0.89 1.16  0.0010
H 0.65 -0.54 0.93  0.0002
H -1.37 -0.25 2.46  0.0249
H -0.59 2.00 1.52  0.0412
N 5.02 -0.31 -4.23  0.0000
H 5.74 -0.16 -5.07  0.0000
C 0.87 0.50 0.52  0.0392


# 6
DFT (wB97M-V/def2-TZVPD) results for a gas-phase ion, CH8N5O3 (charge +1).

Properties
HOMO level: -13.66 eV
SMILES string: NONC(NON)=[NH+]O
calculated total energy: -541.830764 Eh
net charge: +1
energy relative to the best compared isomer or geometry (same formula, charge and spin): 99.4 kcal/mol

Each line ends with the Löwdin charge.
Cartesian coordinates (Å):
O 1.65 -1.18 -0.37  -0.1901
H 3.47 -1.14 0.20  0.0660
H -3.88 -1.05 0.85  0.1813
N 2.60 -1.23 0.66  0.0455
H 2.07 0.82 -0.46  0.2011
H -3.40 -1.62 -0.86  0.1191
H -0.76 -1.39 -0.55  0.2310
N -0.23 1.89 0.12  0.0539
O 0.95 2.57 0.36  -0.0124
H -1.06 2.23 0.62  0.1834
N 1.23 0.15 -0.71  0.0842
H 1.13 3.28 -0.30  0.1528
H 2.54 -2.28 1.06  0.1741
C 0.01 0.58 -0.31  -0.2444
N -0.95 -0.34 -0.25  0.0863
N -3.08 -1.22 0.07  0.0204
O -2.30 -0.06 -0.12  -0.1522